1.
This record from the OMol25 dataset describes a 2-piece molecular cluster, C24H35N6O2 overall in a non-equilibrium geometry. The level of theory is ωB97M-V/def2-TZVPD.

Last columns: bonded neighbours and bond lengths (Å).
Cartesian coordinates (Å):
1 C 5.9185 0.5248 2.1344  C2 1.533, H17 1.087, H18 1.086, H19 1.087
2 C 4.8943 1.6648 2.0903  C1 1.533, C3 1.523, H20 1.092, H21 1.091
3 C 5.5136 2.9551 1.5706  C2 1.523, C4 1.534, H22 1.090, H23 1.090
4 C 4.5652 4.1610 1.5575  C3 1.534, C5 1.546, H24 1.094, H25 1.087
5 C 3.7832 4.3305 0.2350  C4 1.546, C6 1.543, H26 1.084, H27 1.089
6 C 2.2605 4.4527 0.4529  C5 1.543, C7 1.512, H28 1.086, H29 1.093
7 C 1.6956 3.0838 0.7581  C6 1.512, N8 1.506, H30 1.087, H31 1.092
8 N 0.2033 3.0803 0.9612  C7 1.506, C9 1.500, C14 1.393
9 C -0.1733 1.6643 1.2826  N8 1.500, C10 1.573, H32 1.097, H33 1.084
10 C -1.7140 1.3486 1.3103  C9 1.573, N11 1.456, N12 1.476, N13 1.450
11 N -2.0815 0.5083 0.1789  C10 1.456, H34 1.013, H35 1.012
12 N -2.0448 0.5568 2.5113  C10 1.476, H36 1.015, H37 1.016
13 N -2.5273 2.5482 1.2520  C10 1.450, H38 1.014, H39 1.016
14 C -0.0539 3.9756 1.9975  N8 1.393, N15 1.375, N16 1.332
15 N -0.8626 5.0428 1.6846  C14 1.375, H40 1.017, H41 1.016
16 N 0.4778 3.8164 3.2085  C14 1.332, H42 1.006, H43 1.008
17 H 5.4095 -0.4344 2.1011  C1 1.087
18 H 6.5153 0.5900 3.0393  C1 1.086
19 H 6.5856 0.5692 1.2769  C1 1.087
20 H 4.0686 1.3509 1.4477  C2 1.092
21 H 4.4992 1.8223 3.0953  C2 1.091
22 H 6.3832 3.1786 2.1882  C3 1.090
23 H 5.8900 2.7748 0.5634  C3 1.090
24 H 3.8661 4.0636 2.3939  C4 1.094
25 H 5.1604 5.0477 1.7606  C4 1.087
26 H 4.1458 5.2292 -0.2500  C5 1.084
27 H 3.9580 3.4413 -0.3691  C5 1.089
28 H 1.8320 4.8805 -0.4492  C6 1.086
29 H 2.1414 5.1520 1.2850  C6 1.093
30 H 1.8750 2.4432 -0.1014  C7 1.087
31 H 2.2200 2.6578 1.6156  C7 1.092
32 H 0.3250 1.3286 2.1998  C9 1.097
33 H 0.2756 1.0928 0.4779  C9 1.084
34 H -2.1239 1.1075 -0.6374  N11 1.013
35 H -1.3968 -0.2213 0.0300  N11 1.012
36 H -1.5080 0.8784 3.3106  N12 1.015
37 H -1.7058 -0.3887 2.3591  N12 1.016
38 H -3.3580 2.3195 0.7167  N13 1.014
39 H -2.8936 2.6861 2.1899  N13 1.016
40 H -0.6215 5.8827 2.2048  N15 1.017
41 H -1.8430 4.7988 1.7894  N15 1.016
42 H 0.5242 2.9052 3.6331  N16 1.006
43 H 0.8007 4.6266 3.7143  N16 1.008
44 C -0.1936 -7.0912 -3.6000  C45 1.391, C49 1.384, H60 1.082
45 C -1.1999 -7.5309 -4.4533  C44 1.391, C46 1.384, H61 1.082
46 C -2.4287 -6.8934 -4.4672  C45 1.384, C47 1.388, H62 1.081
47 C -2.6611 -5.8184 -3.6198  C46 1.388, C48 1.398, C58 1.491
48 C -1.6565 -5.3889 -2.7479  C47 1.398, C49 1.389, C50 1.487
49 C -0.4206 -6.0235 -2.7491  C44 1.384, C48 1.389, H63 1.081
50 C -1.8956 -4.2664 -1.8016  C48 1.487, O51 1.216, C52 1.490
51 O -1.0228 -3.8788 -1.0485  C50 1.216
52 C -3.2409 -3.6267 -1.7998  C50 1.490, C53 1.387, C57 1.395
53 C -3.5002 -2.6153 -0.8867  C52 1.387, C54 1.383, H64 1.080
54 C -4.7347 -1.9910 -0.8746  C53 1.383, C55 1.392, H65 1.082
55 C -5.7174 -2.3765 -1.7812  C54 1.392, C56 1.385, H66 1.082
56 C -5.4668 -3.3908 -2.6905  C55 1.385, C57 1.389, H67 1.081
57 C -4.2309 -4.0244 -2.6985  C52 1.395, C56 1.389, C58 1.491
58 C -3.9852 -5.1348 -3.6634  C47 1.491, C57 1.491, O59 1.211
59 O -4.8381 -5.4712 -4.4547  C58 1.211
60 H 0.7678 -7.5869 -3.5972  C44 1.082
61 H -1.0232 -8.3722 -5.1097  C45 1.082
62 H -3.2135 -7.2264 -5.1317  C46 1.081
63 H 0.3554 -5.6799 -2.0798  C49 1.081
64 H -2.7327 -2.3208 -0.1865  C53 1.080
65 H -4.9317 -1.2035 -0.1593  C54 1.082
66 H -6.6817 -1.8863 -1.7753  C55 1.082
67 H -6.2267 -3.6985 -3.3951  C56 1.081

Computed properties:
Lowest unoccupied orbital energy ... -4.7 eV
Net charge ... +1
2S+1 ... 1
Energy ... -38484.75031 eV
Frontier orbital gap ... 6.58 eV
Strongest force on any atom ... 0.03763 hartree/bohr


2.
This record from the OMol25 dataset describes an isolated molecule of C4H4N2OS in a non-equilibrium geometry. The level of theory is ωB97M-V/def2-TZVPD.

Last columns: bonded neighbours and bond lengths (Å).
Cartesian coordinates (Å):
1 H -3.2558 -0.6633 -0.3758  N2 0.996
2 N -2.5467 -1.2775 -0.0426  H1 0.996, C3 1.263
3 C -1.4262 -0.6975 0.0159  N2 1.263, N4 1.373, O9 1.482
4 N -0.0985 -1.0095 0.1704  C3 1.373, C5 1.443, H10 0.951
5 C 0.7128 0.1832 0.1462  N4 1.443, C6 1.423, C8 1.328
6 C 2.1246 0.3535 0.1911  C5 1.423, S7 1.578, H11 1.228
7 S 3.2315 -0.7140 -0.1614  C6 1.578
8 C -0.0967 1.2099 -0.0855  C5 1.328, O9 1.404, H12 1.186
9 O -1.4320 0.7780 -0.1236  C3 1.482, C8 1.404
10 H 0.1720 -1.9117 0.0390  N4 0.951
11 H 2.4498 1.4381 0.6663  C6 1.228
12 H 0.1651 2.3107 -0.4401  C8 1.186

Computed properties:
Energy above the lowest of the compared OMol25 structures with the same formula, charge and spin ... 206.3 kJ/mol
Lowest unoccupied orbital energy ... -0.8 eV
2S+1 ... 1
Energy ... -20073.59121 eV
SMILES string ... [H]/N=c1/[nH]c(C=S)co1
Frontier orbital gap ... 7.89 eV
Strongest force on any atom ... 0.06672 hartree/bohr